# C75H163N8O9

A structure of composition C75H163N8O9 (ωB97M-V/def2-TZVPD, the Open Molecules 2025 dataset).

Geometry as ORCA input:
```
! RIJCOSX wB97M-V def2-TZVPD def2/J DEFGRID3
* xyz 5 1
C -4.225 -2.572 -10.594
C -3.927 -3.853 -9.852
C -4.903 -4.227 -8.780
N -4.447 -5.486 -7.965
C -4.094 -6.748 -8.801
C -5.374 -7.317 -9.328
C -6.510 -7.671 -8.332
C -6.815 -6.399 -7.513
C -5.529 -5.804 -6.906
C -3.178 -5.154 -7.141
H -3.835 -1.688 -10.089
H -5.306 -2.453 -10.666
H -3.736 -2.618 -11.567
H -2.962 -3.578 -9.424
H -3.834 -4.687 -10.547
H -5.915 -4.368 -9.160
H -4.908 -3.421 -8.046
H -3.347 -6.505 -9.558
H -3.638 -7.460 -8.114
H -5.809 -6.667 -10.088
H -5.133 -8.282 -9.774
H -7.383 -8.061 -8.856
H -6.098 -8.408 -7.643
H -7.271 -5.543 -8.012
H -7.559 -6.603 -6.742
H -5.713 -4.906 -6.315
H -5.132 -6.497 -6.164
H -3.338 -4.270 -6.524
H -2.354 -5.051 -7.847
H -3.064 -6.099 -6.610
C -3.643 9.086 -7.759
C -4.482 8.753 -6.531
C -5.353 9.992 -6.261
N -6.139 9.864 -4.918
C -5.134 9.691 -3.735
C -5.920 9.478 -2.437
C -6.722 10.830 -2.211
C -7.725 11.202 -3.341
C -6.941 11.228 -4.711
C -7.123 8.697 -4.980
H -4.234 9.070 -8.675
H -2.783 8.432 -7.905
H -3.179 10.072 -7.754
H -3.858 8.560 -5.658
H -5.096 7.878 -6.747
H -6.157 10.204 -6.966
H -4.747 10.898 -6.266
H -4.426 10.516 -3.663
H -4.467 8.851 -3.933
H -5.223 9.220 -1.640
H -6.459 8.531 -2.460
H -5.977 11.617 -2.090
H -7.233 10.681 -1.260
H -8.033 12.216 -3.087
H -8.599 10.552 -3.336
H -6.320 12.124 -4.705
H -7.590 11.359 -5.577
H -6.576 7.767 -5.135
H -7.831 8.830 -5.798
H -7.823 8.640 -4.147
C -1.432 -7.097 0.307
C -0.131 -7.902 0.124
C 0.697 -8.061 1.399
N 1.978 -8.934 1.417
C 2.533 -8.902 2.841
C 1.650 -9.754 3.790
C 1.490 -11.227 3.278
C 0.844 -11.200 1.879
C 1.717 -10.379 0.867
C 3.117 -8.369 0.551
H -1.229 -6.239 0.948
H -2.090 -7.737 0.894
H -1.806 -6.844 -0.685
H 0.555 -7.545 -0.644
H -0.410 -8.829 -0.377
H 0.049 -8.410 2.203
H 0.925 -7.112 1.882
H 2.518 -7.845 3.108
H 3.523 -9.350 2.763
H 0.665 -9.285 3.799
H 1.901 -9.687 4.849
H 0.886 -11.827 3.960
H 2.448 -11.741 3.357
H -0.130 -10.729 1.742
H 0.618 -12.216 1.556
H 1.244 -10.267 -0.109
H 2.712 -10.812 0.766
H 2.835 -8.326 -0.501
H 4.009 -8.973 0.717
H 3.398 -7.390 0.940
C -0.717 1.827 -5.021
C -0.286 2.058 -3.549
C -0.681 0.875 -2.695
N -0.397 1.120 -1.182
C 1.182 1.493 -0.999
C 1.787 1.219 0.393
C 1.276 -0.084 1.018
C -0.247 -0.108 1.014
C -0.826 -0.191 -0.414
C -1.106 2.432 -0.580
H -1.801 1.745 -5.101
H -0.281 0.924 -5.449
H -0.583 2.576 -5.801
H -0.772 2.967 -3.195
H 0.784 2.247 -3.465
H -0.170 -0.055 -2.947
H -1.764 0.783 -2.624
H 1.713 0.954 -1.784
H 1.289 2.500 -1.402
H 2.857 1.125 0.212
H 1.540 2.066 1.034
H 1.592 -0.939 0.420
H 1.725 -0.328 1.981
H -0.432 -1.034 1.558
H -0.677 0.646 1.673
H -0.446 -1.053 -0.962
H -1.915 -0.157 -0.442
H -2.160 2.184 -0.455
H -0.865 3.295 -1.201
H -0.563 2.648 0.340
C 4.320 5.973 -7.157
C 5.503 6.292 -8.103
C 6.705 5.393 -7.844
N 6.729 4.095 -8.741
C 7.803 3.123 -8.057
C 9.157 3.776 -8.201
C 9.528 3.952 -9.703
C 8.497 4.781 -10.454
C 7.064 4.292 -10.270
C 5.388 3.392 -8.787
H 4.015 4.962 -7.431
H 3.470 6.636 -7.321
H 4.594 5.994 -6.102
H 5.824 7.303 -7.854
H 5.180 6.343 -9.143
H 6.852 5.178 -6.786
H 7.603 5.935 -8.142
H 7.507 3.167 -7.009
H 7.775 2.141 -8.531
H 9.212 4.676 -7.589
H 9.957 3.201 -7.734
H 10.497 4.441 -9.810
H 9.654 2.946 -10.103
H 8.437 5.842 -10.211
H 8.722 4.787 -11.520
H 6.277 4.903 -10.714
H 7.112 3.290 -10.697
H 5.012 3.313 -7.767
H 5.254 2.481 -9.370
H 4.766 4.005 -9.440
C 13.854 2.615 3.865
C 12.668 2.109 4.673
C 11.440 3.100 5.059
N 10.243 2.460 5.851
C 9.294 3.577 6.283
C 7.964 3.013 6.806
C 7.267 2.153 5.704
C 8.099 0.977 5.358
C 9.493 1.480 4.841
C 10.869 1.693 7.011
H 14.311 3.573 4.114
H 13.417 2.830 2.890
H 14.517 1.760 3.734
H 13.016 1.870 5.678
H 12.257 1.225 4.188
H 10.934 3.468 4.166
H 11.807 3.973 5.598
H 8.920 4.186 5.460
H 9.691 4.336 6.957
H 7.339 3.826 7.175
H 7.996 2.383 7.695
H 6.971 2.750 4.841
H 6.393 1.765 6.226
H 7.698 0.414 4.515
H 8.226 0.375 6.257
H 9.350 2.124 3.974
H 10.116 0.690 4.422
H 10.140 1.561 7.811
H 11.705 2.276 7.397
H 11.379 0.778 6.712
C -2.633 -2.472 13.326
C -1.157 -2.682 12.931
C -0.847 -2.443 11.463
N 0.455 -2.970 10.874
C 1.644 -2.208 11.602
C 3.055 -2.665 11.091
C 3.186 -4.222 11.214
C 2.068 -4.883 10.427
C 0.707 -4.499 11.076
C 0.499 -2.567 9.354
H -2.717 -2.410 14.411
H -3.312 -3.217 12.910
H -2.966 -1.467 13.065
H -1.029 -3.734 13.186
H -0.496 -2.191 13.646
H -0.853 -1.384 11.206
H -1.654 -2.933 10.919
H 1.702 -2.521 12.645
H 1.495 -1.134 11.717
H 3.807 -2.106 11.649
H 3.224 -2.442 10.037
H 3.247 -4.511 12.263
H 4.136 -4.420 10.717
H 2.121 -5.970 10.489
H 2.213 -4.692 9.363
H 0.676 -4.818 12.118
H -0.129 -4.970 10.558
H 1.530 -2.314 9.107
H -0.064 -1.647 9.197
H 0.228 -3.370 8.669
C -7.750 0.930 8.935
C -7.246 0.714 7.461
C -7.879 -0.542 6.802
N -7.466 -0.921 5.389
C -8.206 0.038 4.425
C -8.110 -0.334 2.948
C -8.426 -1.819 2.583
C -7.778 -2.741 3.550
C -8.016 -2.396 5.061
C -5.916 -0.846 5.282
H -7.373 1.789 9.491
H -7.576 0.043 9.545
H -8.840 0.933 8.937
H -6.160 0.630 7.513
H -7.410 1.596 6.842
H -8.961 -0.469 6.700
H -7.666 -1.385 7.459
H -9.259 0.132 4.692
H -7.690 0.998 4.438
H -8.576 0.405 2.297
H -7.044 -0.176 2.786
H -9.516 -1.822 2.588
H -8.189 -2.047 1.544
H -8.093 -3.766 3.356
H -6.715 -2.835 3.326
H -9.073 -2.396 5.325
H -7.444 -3.061 5.709
H -5.728 -1.262 4.292
H -5.361 -1.444 6.005
H -5.601 0.198 5.301
O 2.708 -2.684 -6.860
C 3.623 -2.624 -5.909
O 4.746 -2.270 -6.255
O 3.318 -2.994 -4.759
H 3.259 -2.345 -7.570
O 0.843 5.329 7.471
C 0.615 4.018 7.519
O -0.165 3.684 6.612
O 1.026 3.273 8.434
H 0.221 5.424 6.746
O -8.598 1.574 -3.397
C -7.434 1.294 -3.891
O -6.768 2.312 -4.205
O -7.052 0.176 -4.124
H -8.210 2.421 -3.631
*
```

Properties
E   -4068.75372 Ha
LUMO   -0.2504 Ha
HOMO-LUMO gap   4.760 eV
Relative energy (zero: lowest compared OMol25 entry of this formula, charge and spin)   3.729 eV

Results of the Löwdin charge analysis, in e, for atoms 1 through 8: atom 1 (C): -0.082, atom 2 (C): -0.258, atom 3 (C): -0.101, atom 4 (N): -0.225, atom 5 (C): -0.096, atom 6 (C): -0.174, atom 7 (C): -0.144, atom 8 (C): -0.160